<i>
Molecular formula: CH5NO2S
Method: DFT, the ωB97M-V functional and the def2-TZVPD basis

Atoms and positions in Å:
1 O -1.574 -1.210 0.459
2 C -0.119 1.094 0.845
3 O -1.763 0.051 -0.344
4 N -0.969 1.038 -0.077
5 H 0.217 0.237 1.522
6 H -2.261 -1.236 1.159
7 H 1.647 0.142 -1.965
8 H 0.322 2.120 0.884
9 S 2.265 -1.080 -1.886
10 H 2.236 -1.158 -0.596

***

<ii>
Molecular formula: CH5NO2S
Method: DFT, the ωB97M-V functional and the def2-TZVPD basis

Atoms and positions in Å:
1 H -2.057 1.705 1.146
2 O -1.907 0.471 -1.361
3 N -2.695 0.896 0.990
4 H 1.972 -0.550 0.939
5 H 1.208 -1.015 -0.755
6 S -1.932 -0.264 -0.127
7 H 1.360 -2.382 0.577
8 C 1.461 -1.352 0.273
9 H -3.092 0.405 1.775
10 O -2.732 -1.463 -0.148

***

Which structure is most stable? <ii>, by 24.8 kcal/mol over the runner-up.

***

<i>
Molecular formula: CH5NO2S
Method: DFT, the ωB97M-V functional and the def2-TZVPD basis

Atoms and positions in Å:
1 O -0.602 -0.979 1.168
2 H 1.758 0.190 -2.125
3 C 0.699 0.335 -1.631
4 H 0.071 -0.534 -1.339
5 N -1.042 -1.572 2.148
6 H -1.014 1.145 1.039
7 H 0.161 1.043 -2.129
8 S 0.965 1.126 -0.037
9 O -0.566 1.613 0.313
10 H -0.431 -2.367 2.593

***

<ii>
Molecular formula: CH5NO2S
Method: DFT, the ωB97M-V functional and the def2-TZVPD basis

Atoms and positions in Å:
1 O 1.960 -0.530 1.750
2 H -0.987 1.860 -1.349
3 H -0.863 -0.737 -1.871
4 C -0.807 1.109 -0.550
5 S -0.873 -1.388 0.283
6 H 0.246 1.009 -0.178
7 N -0.971 -0.358 -0.942
8 H 2.367 -1.372 2.027
9 O 1.391 -0.905 0.592
10 H -1.465 1.312 0.238

***

Which structure is most stable? <i>, by 25.6 kcal/mol over the runner-up.

***

<i>
Molecular formula: CH5ClN2
Method: DFT, the ωB97M-V functional and the def2-TZVPD basis

Atoms and positions in Å:
1 H 0.107 -1.191 -0.058
2 H 1.404 -1.059 0.970
3 N 0.771 0.668 -0.027
4 N -1.692 0.957 0.128
5 H -1.818 1.469 -0.679
6 H 0.639 1.400 0.648
7 C 1.056 -0.597 0.055
8 Cl -2.021 -0.645 -0.159
9 H 1.554 -1.003 -0.876

***

<ii>
Molecular formula: CH5ClN2
Method: DFT, the ωB97M-V functional and the def2-TZVPD basis

Atoms and positions in Å:
1 H 0.258 -1.630 -0.720
2 N 0.309 1.397 -0.344
3 H 0.132 0.284 1.438
4 C 0.635 0.346 0.355
5 H 0.759 1.566 -1.278
6 H -0.691 -1.864 0.559
7 N -0.583 -1.331 -0.259
8 H -0.619 1.791 -0.153
9 Cl 2.195 -0.267 0.140

***

Which structure is most stable? <ii>, by 62.4 kcal/mol over the runner-up.

***

<i>
Molecular formula: C11H12O2
Method: DFT, the ωB97M-V functional and the def2-TZVPD basis

Atoms and positions in Å:
1 C -3.154 1.049 -2.062
2 C 1.267 1.897 1.707
3 H -1.535 -1.584 1.745
4 C -2.080 0.540 -1.849
5 H 3.960 0.148 1.091
6 H 0.920 2.585 2.441
7 H 3.420 2.284 1.682
8 C 0.340 1.043 1.236
9 O -0.302 -0.915 -2.722
10 C 2.904 0.421 0.936
11 H -0.134 0.777 -1.590
12 C -0.759 0.017 -1.833
13 H -2.382 -1.854 0.155
14 H -4.090 1.515 -2.116
15 H -0.701 1.422 1.279
16 C 0.622 -0.203 0.572
17 C 1.962 -0.472 0.458
18 H -0.922 -1.764 -2.677
19 C -0.395 -1.114 0.092
20 O -0.068 -2.341 -0.405
21 C -1.739 -1.254 0.759
22 H -2.203 -0.170 0.900
23 C 2.578 1.554 1.554
24 H 0.130 -2.246 -1.350
25 H 2.360 -1.337 0.000

***

<ii>
Molecular formula: C11H12O2
Method: DFT, the ωB97M-V functional and the def2-TZVPD basis

Atoms and positions in Å:
1 C 0.550 -0.511 0.100
2 H -1.530 -2.491 1.011
3 C -1.909 0.916 0.455
4 C 1.062 0.887 -0.012
5 C -0.795 -0.710 0.101
6 H 1.197 -2.500 0.258
7 H 4.368 -0.053 -0.436
8 C 1.540 -1.511 0.224
9 H -1.173 1.930 -1.194
10 H 3.613 -1.981 0.090
11 C 3.306 0.039 -0.287
12 C -1.124 2.065 -0.067
13 C 2.530 1.168 -0.226
14 O -3.183 0.820 -0.082
15 O -2.836 -1.872 -0.438
16 C 0.312 1.992 0.146
17 H -1.438 3.015 0.354
18 C -1.468 -2.029 0.032
19 H -3.129 0.461 -0.948
20 H -3.367 -1.493 0.302
21 H 0.755 3.055 0.263
22 H -0.977 -2.709 -0.680
23 H -1.973 0.743 1.569
24 H 2.861 2.101 -0.399
25 C 2.808 -1.332 -0.136

***

Which structure is most stable? <ii>, by 16.5 kcal/mol over the runner-up.

***

<i>
Molecular formula: C2H6N2O
Method: DFT, the ωB97M-V functional and the def2-TZVPD basis

Atoms and positions in Å:
1 H -0.921 -1.744 -0.111
2 N 0.834 -2.061 -1.311
3 N 0.219 0.084 -0.433
4 H -1.253 1.135 0.772
5 C -0.030 -1.258 -0.656
6 H 1.041 0.535 -0.833
7 O 0.498 0.430 1.005
8 C -0.207 1.554 1.052
9 H 0.063 -2.931 -1.905
10 H -0.126 1.794 2.003
11 H -0.120 2.462 0.418

***

<ii>
Molecular formula: C2H6N2O
Method: DFT, the ωB97M-V functional and the def2-TZVPD basis

Atoms and positions in Å:
1 C -0.922 -0.151 -0.038
2 O -2.336 -0.035 -0.149
3 H -2.956 0.176 0.929
4 H -0.734 -0.534 0.964
5 N 1.806 -0.590 0.204
6 H 1.246 -1.296 -0.408
7 N 1.483 0.796 -0.114
8 C 0.176 1.013 0.112
9 H -0.445 -0.792 -0.932
10 H -0.065 2.098 -0.215
11 H 2.748 -0.685 -0.352

***

Which structure is most stable? <ii>, by 13.8 kcal/mol over the runner-up.

***

<i>
Molecular formula: C2H6N2O
Method: DFT, the ωB97M-V functional and the def2-TZVPD basis

Atoms and positions in Å:
1 H -2.374 -1.043 0.270
2 H 0.097 2.135 -0.379
3 H -0.596 -1.216 0.720
4 C 1.044 0.237 0.551
5 H 1.910 0.821 0.782
6 C -0.057 1.137 -0.135
7 H 0.586 -1.247 -0.542
8 H 0.648 -0.323 1.495
9 N -1.379 -0.738 0.110
10 O 1.446 -0.711 -0.479
11 N -1.159 0.497 -0.254

***

<ii>
Molecular formula: C2H6N2O
Method: DFT, the ωB97M-V functional and the def2-TZVPD basis

Atoms and positions in Å:
1 O 2.326 -0.243 0.100
2 H 0.244 0.309 1.423
3 H -1.786 -1.478 -0.361
4 H -1.396 1.496 -0.015
5 H -2.266 -0.578 1.064
6 C -2.086 -0.471 0.005
7 H -3.032 -0.242 -0.519
8 N 0.132 0.212 0.404
9 H 1.008 -0.039 -1.427
10 C 1.253 -0.016 -0.355
11 N -1.044 0.559 -0.241

***

<iii>
Molecular formula: C2H6N2O
Method: DFT, the ωB97M-V functional and the def2-TZVPD basis

Atoms and positions in Å:
1 H 1.806 0.753 -1.118
2 N -1.713 -0.386 -0.302
3 H 1.173 -0.851 1.220
4 H -2.711 -0.371 -0.266
5 H 0.455 1.760 0.335
6 H 0.458 -1.220 -0.369
7 C 0.966 -0.402 0.247
8 H -1.458 -1.106 0.344
9 N -1.239 0.874 -0.025
10 C 0.057 0.825 0.223
11 O 2.205 0.124 -0.288

***

Which structure is most stable? <ii>, by 35.4 kcal/mol over the runner-up.

***

<i>
Molecular formula: C2H6N2O
Method: DFT, the ωB97M-V functional and the def2-TZVPD basis

Atoms and positions in Å:
1 H -1.101 1.248 -1.452
2 H 0.665 0.906 -1.522
3 N -0.095 1.609 0.301
4 O 0.898 -0.903 1.055
5 H -0.507 -2.227 0.479
6 H -1.033 -1.032 -1.413
7 H 0.719 1.551 0.879
8 C -0.002 -1.259 0.318
9 H -0.746 2.348 0.477
10 C -0.239 0.922 -0.909
11 N -0.499 -0.554 -0.708

***

<ii>
Molecular formula: C2H6N2O
Method: DFT, the ωB97M-V functional and the def2-TZVPD basis

Atoms and positions in Å:
1 H -1.782 -1.659 0.010
2 H -1.724 -1.409 1.710
3 C 1.911 0.753 -0.162
4 C -0.225 0.013 -0.440
5 H -0.872 -0.548 -1.228
6 H 1.474 1.685 0.186
7 H 1.747 -0.134 0.608
8 H 2.953 0.647 -0.675
9 N -2.001 -0.802 0.814
10 O 0.842 0.389 -1.007
11 N -0.663 -0.097 0.766

***

Which structure is most stable? <i>, by 81.6 kcal/mol over the runner-up.

***

<i>
Molecular formula: C2H6N2O
Method: DFT, the ωB97M-V functional and the def2-TZVPD basis

Atoms and positions in Å:
1 H -0.147 -0.434 -2.003
2 H 0.554 2.178 0.914
3 H -1.591 1.217 0.413
4 H 0.494 -2.574 -0.160
5 C -0.172 -1.060 -1.107
6 C 0.411 1.101 0.851
7 N -0.729 0.863 -0.019
8 H 1.289 0.652 0.391
9 O -0.933 -0.561 -0.093
10 H 0.283 0.693 1.857
11 N 0.541 -2.074 -1.043

***

<ii>
Molecular formula: C2H6N2O
Method: DFT, the ωB97M-V functional and the def2-TZVPD basis

Atoms and positions in Å:
1 H 1.998 -0.648 0.157
2 H 1.615 -0.700 1.981
3 H -0.394 0.468 1.572
4 C 1.643 -0.064 1.050
5 N -1.767 0.173 -0.436
6 H -2.384 0.113 0.516
7 C -0.386 -0.013 -0.381
8 O 0.226 -0.518 -1.268
9 H -2.207 -0.271 -1.280
10 H 2.300 0.788 1.274
11 N 0.298 0.520 0.708

***

Which structure is most stable? <ii>, by 50.8 kcal/mol over the runner-up.

***

<i>
Molecular formula: C5H13NS2
Method: DFT, the ωB97M-V functional and the def2-TZVPD basis

Atoms and positions in Å:
1 H 1.390 2.950 1.650
2 H -0.690 3.692 -0.097
3 H -0.150 2.456 -1.127
4 S 1.711 0.262 -1.059
5 S 1.137 -1.501 -0.374
6 C -1.483 -2.504 -0.742
7 H 3.214 1.607 0.053
8 H 2.323 0.819 1.221
9 H -1.027 -2.896 -1.672
10 H -0.749 2.282 0.816
11 H -2.683 -4.081 0.010
12 C -0.681 -1.454 -0.020
13 H -0.977 -4.245 0.396
14 H -2.539 -2.160 -0.922
15 C 1.272 2.694 0.496
16 N -1.750 -3.603 0.210
17 C 2.119 1.437 0.332
18 H -0.921 -1.642 1.061
19 H -1.050 -0.424 -0.158
20 C -0.209 2.732 -0.017
21 H 1.743 3.581 -0.057

***

<ii>
Molecular formula: C5H13NS2
Method: DFT, the ωB97M-V functional and the def2-TZVPD basis

Atoms and positions in Å:
1 C 0.158 0.794 2.138
2 H -0.256 -1.195 -0.057
3 C -0.804 -0.633 -2.106
4 S -2.606 -0.661 0.992
5 N -0.199 0.890 -0.398
6 H -1.820 -0.492 -1.740
7 H -0.722 -1.609 -2.567
8 C 1.533 -0.721 -1.100
9 H 0.183 -0.306 2.124
10 H -0.680 0.255 -2.724
11 C 0.034 -0.472 -0.818
12 C 0.481 1.359 0.770
13 H 1.902 -0.079 -1.901
14 H 1.592 -1.803 -1.263
15 H 1.562 0.997 0.629
16 H -0.917 0.897 2.357
17 H 0.859 1.195 2.859
18 H 0.456 2.455 0.712
19 H -2.017 -1.419 1.961
20 S 2.477 -0.472 0.358
21 H -1.216 1.019 -0.227

***

Which structure is most stable? <i>, by 77.9 kcal/mol over the runner-up.

***

<i>
Molecular formula: C2H3F2IO
Method: DFT, the ωB97M-V functional and the def2-TZVPD basis

Atoms and positions in Å:
1 C -0.181 0.150 -0.483
2 I 2.666 0.514 0.431
3 O -0.805 1.282 -0.252
4 F -2.059 -1.569 0.355
5 F -0.029 -0.295 -1.703
6 H -0.799 1.856 -1.030
7 H 0.174 -0.031 1.531
8 C 0.479 -0.413 0.654
9 H 0.554 -1.495 0.497

***

<ii>
Molecular formula: C2H3F2IO
Method: DFT, the ωB97M-V functional and the def2-TZVPD basis

Atoms and positions in Å:
1 H -0.245 0.516 -1.141
2 F 2.250 -0.321 -2.081
3 H 0.196 0.875 0.443
4 C 0.091 0.083 -0.272
5 O -0.543 -0.975 0.269
6 H 0.146 -1.302 0.834
7 I 2.164 -2.558 -0.282
8 F 2.740 0.386 -0.098
9 C 1.937 -0.454 -0.809

***

Which structure is most stable? <ii>, by 35.5 kcal/mol over the runner-up.

***

<i>
Molecular formula: C11H12NO2
Method: DFT, the ωB97M-V functional and the def2-TZVPD basis

Atoms and positions in Å:
1 H 1.459 1.576 1.935
2 H -1.691 1.191 -2.751
3 C 0.185 3.114 1.576
4 O -0.950 2.677 1.308
5 N 0.307 0.257 0.298
6 C -0.319 -2.809 -1.625
7 C -1.022 0.310 -3.072
8 C 0.589 -2.200 1.051
9 H 0.166 0.656 1.171
10 C 0.269 -1.134 0.160
11 H -0.721 1.886 -0.995
12 C 1.030 2.346 2.698
13 C 0.280 -3.498 0.615
14 H 0.234 2.046 3.452
15 C -0.552 -0.165 -1.746
16 H 1.175 -2.125 1.969
17 C -0.404 0.870 -0.798
18 C -0.013 -3.822 -0.689
19 C -0.251 -1.501 -1.142
20 H -0.077 -4.834 -1.070
21 H -0.501 -3.032 -2.592
22 O 0.771 3.983 0.866
23 H -0.201 0.508 -3.626
24 H -1.663 -0.523 -3.565
25 H 0.438 -4.325 1.327
26 H 1.928 2.830 3.094

Output
**Total charge**: -1

***

<ii>
Molecular formula: C11H12NO2
Method: DFT, the ωB97M-V functional and the def2-TZVPD basis

Atoms and positions in Å:
1 C -0.643 0.373 0.416
2 C -0.048 3.140 -1.991
3 H -2.701 1.774 -1.907
4 H -0.386 3.935 -1.336
5 H 3.335 -2.148 0.392
6 H -1.065 -1.294 1.672
7 H -3.376 -1.654 0.598
8 C 1.667 -2.904 1.561
9 C -3.183 0.122 -0.598
10 N 0.730 0.522 0.541
11 H -0.744 3.000 -2.805
12 H 3.535 -1.904 2.040
13 C -2.384 1.085 -1.106
14 O 0.881 -1.916 1.437
15 C 3.163 -2.696 1.392
16 C -1.465 -0.645 0.901
17 H 1.319 -0.226 0.920
18 C -2.703 -0.867 0.322
19 C -1.031 1.174 -0.707
20 O 1.318 -4.071 1.819
21 H 2.109 1.880 -0.400
22 H 3.743 -3.577 1.601
23 C 0.057 2.003 -1.037
24 H -4.169 -0.007 -1.040
25 H 0.924 3.391 -2.393
26 C 1.118 1.511 -0.292

Output
**Total charge**: -1

***

<iii>
Molecular formula: C11H12NO2
Method: DFT, the ωB97M-V functional and the def2-TZVPD basis

Atoms and positions in Å:
1 H 0.042 1.045 1.060
2 O -1.227 2.241 1.795
3 C -1.953 2.999 1.110
4 C -2.775 2.273 -0.075
5 H -0.826 -3.986 -1.156
6 C -1.314 -3.093 -0.698
7 H 2.584 1.048 0.375
8 H 4.498 -0.338 -0.879
9 C 2.485 0.075 -0.107
10 C 0.848 -1.654 -0.641
11 C -0.941 -0.833 0.422
12 H -1.915 -0.704 0.882
13 H -3.213 2.856 -0.837
14 H -3.408 1.499 0.365
15 C -0.506 -1.948 -0.241
16 H -1.852 -3.559 0.115
17 C 3.444 -0.598 -0.825
18 H 3.865 -2.325 -2.081
19 C 3.007 -1.755 -1.479
20 C 1.793 -2.360 -1.384
21 N 0.026 0.135 0.580
22 H -2.053 1.513 -0.449
23 H -2.054 -2.735 -1.385
24 H 1.536 -3.228 -1.986
25 O -2.305 4.150 1.368
26 C 1.144 -0.386 -0.017

Output
**Total charge**: -1

***

<iv>
Molecular formula: C11H12NO2
Method: DFT, the ωB97M-V functional and the def2-TZVPD basis

Atoms and positions in Å:
1 C -3.237 -0.948 0.074
2 C -0.825 -0.987 0.049
3 H 5.623 1.606 0.377
4 C -1.688 1.127 -0.111
5 H 5.188 1.067 -1.285
6 C -0.820 -2.378 0.140
7 C -0.317 1.142 -0.179
8 C -2.031 -3.035 0.238
9 H 0.129 -2.893 0.024
10 H 4.706 2.631 -0.801
11 H 1.205 -0.318 -0.135
12 H -1.871 3.219 0.121
13 H -4.201 -0.459 0.150
14 N 0.211 -0.103 -0.080
15 H -2.917 2.589 -1.178
16 H 0.381 1.927 -0.428
17 H -3.360 2.372 0.468
18 O 3.440 0.576 1.230
19 C -2.490 2.383 -0.189
20 C 4.865 1.630 -0.406
21 C 3.559 0.986 0.061
22 C -3.239 -2.324 0.226
23 H -2.008 -4.093 0.355
24 C -2.023 -0.250 0.000
25 H -4.203 -2.795 0.344
26 O 2.677 0.880 -0.851

Output
**Total charge**: -1

***

Which structure is most stable? <iv>, by 18.0 kcal/mol over the runner-up.

***

<i>
Molecular formula: C11H12NO2
Method: DFT, the ωB97M-V functional and the def2-TZVPD basis

Atoms and positions in Å:
1 H -2.775 0.478 -0.790
2 H -0.576 -0.311 -1.784
3 H -3.617 1.675 1.705
4 C -0.404 0.430 1.526
5 H 1.030 -2.670 -3.465
6 C 0.228 0.201 0.253
7 H 2.324 0.479 3.538
8 C 1.240 -1.659 -3.089
9 H -3.475 0.097 2.549
10 N -0.755 0.036 -0.711
11 H 2.047 -0.247 -0.711
12 H -0.131 0.317 3.670
13 O -0.394 0.100 -3.205
14 H -2.403 1.633 2.903
15 H 3.432 0.332 1.326
16 C -2.930 0.969 2.200
17 C -1.904 0.418 -0.141
18 H 2.333 -1.591 -3.137
19 C 1.633 0.161 0.198
20 O 0.937 -0.260 -4.967
21 C 2.353 0.352 1.367
22 C 1.739 0.352 2.629
23 C 0.357 0.338 2.701
24 C -1.825 0.574 1.255
25 H 0.938 -1.762 -2.033
26 C 0.598 -0.443 -3.787

Output
**Total charge**: -1

***

<ii>
Molecular formula: C11H12NO2
Method: DFT, the ωB97M-V functional and the def2-TZVPD basis

Atoms and positions in Å:
1 H 3.153 0.959 3.339
2 H 1.341 -0.771 -4.428
3 H 0.581 1.332 3.957
4 C 1.711 0.005 1.615
5 C 0.479 0.721 1.960
6 H -1.874 1.605 4.148
7 O -0.093 -0.178 -2.839
8 H 0.626 -2.123 -5.154
9 C 1.556 -0.247 0.236
10 H -3.381 1.068 2.214
11 C 0.331 -1.187 -4.777
12 C -1.463 1.329 3.229
13 N 0.361 -0.022 -0.276
14 H -2.216 0.040 0.053
15 C -2.281 0.997 2.099
16 C -0.095 1.172 3.199
17 C -0.368 0.511 0.818
18 O -1.467 -1.840 -3.429
19 H -0.140 -0.444 -5.515
20 C -0.474 -1.124 -3.586
21 H -0.065 -0.059 -1.386
22 C 2.882 0.033 2.608
23 H 2.315 -0.687 -0.368
24 H 3.732 0.008 1.984
25 C -1.742 0.495 0.933
26 H 2.668 -0.856 3.222

Output
**Total charge**: -1

***

Which structure is most stable? <i>, by 26.4 kcal/mol over the runner-up.